1.
Computed, not measured: C18H35As2BBrF2FeNO3 as an isolated structure, with the ωB97M-V functional and the def2-TZVPD basis.

```
64
Properties=species:S:1:pos:R:3:forces:R:3:nbo_charge:R:1
Fe -0.16960 -0.05896 -0.08281 0.2 -0.6 -0.1 1.363
C 1.42390 1.81886 3.25748 0.0 0.0 0.0 -0.644
C 1.49918 0.49951 2.51261 0.1 -0.1 0.0 0.137
C 2.14709 -0.58528 3.35860 0.0 0.0 0.0 -0.622
O 0.13648 0.06567 2.16028 0.1 0.2 0.0 -0.798
C 2.31129 0.65156 1.20887 -0.1 0.2 0.1 0.769
O 3.41327 1.14297 1.27324 0.0 -0.1 0.0 -0.605
O 1.73069 0.21542 0.12678 -0.1 0.2 0.0 -0.884
H 0.93864 1.68459 4.22758 0.0 0.0 0.0 0.212
H 0.88107 2.56735 2.67699 0.0 0.0 0.0 0.218
H 2.43152 2.19266 3.42297 0.0 0.0 0.0 0.266
H 1.54934 -0.77608 4.25119 0.0 0.0 0.0 0.215
H 3.14054 -0.25676 3.65806 0.0 0.0 0.0 0.250
H 2.26228 -1.51210 2.79560 0.0 0.0 0.0 0.211
H -0.46990 0.64287 2.63738 0.0 -0.1 0.0 0.495
C -1.85793 0.72515 -4.15733 0.0 0.0 0.0 -0.613
C -0.59041 -0.12184 -4.20349 0.0 0.0 0.0 -0.711
As 0.50506 0.18564 -2.61664 0.0 0.1 0.2 0.806
C 1.22415 1.98127 -2.90748 0.0 0.0 0.0 -0.703
C 1.91847 2.21821 -4.24166 0.0 0.0 0.0 -0.621
C 2.09768 -0.93233 -2.86360 0.0 0.0 0.0 -0.693
C 2.35198 -1.41985 -4.28488 0.0 0.0 0.0 -0.621
H -2.48732 0.53495 -5.02662 0.0 0.0 0.0 0.229
H -1.62478 1.79107 -4.14679 0.0 0.0 0.0 0.213
H -2.44632 0.51006 -3.26222 0.0 0.0 0.0 0.195
H 0.00214 0.09794 -5.09122 0.0 0.0 0.0 0.232
H -0.83038 -1.18646 -4.24312 0.0 0.0 0.0 0.221
H 1.91418 2.12943 -2.07340 0.0 0.0 0.0 0.248
H 0.39629 2.68108 -2.77281 0.0 0.0 0.0 0.208
H 2.80385 1.59130 -4.34442 0.0 0.0 0.0 0.214
H 2.24461 3.25590 -4.31730 0.0 0.0 0.0 0.231
H 1.25930 2.02158 -5.08807 0.0 0.0 0.0 0.205
H 2.00597 -1.77224 -2.17501 0.0 0.0 0.0 0.224
H 2.92000 -0.32515 -2.48267 0.0 0.0 0.0 0.248
H 1.54665 -2.06400 -4.64179 0.0 0.0 0.0 0.202
H 3.27454 -2.00013 -4.32271 0.0 0.0 0.0 0.231
H 2.45258 -0.59664 -4.99140 0.0 0.0 0.0 0.211
C -4.19444 0.64531 -0.32453 0.0 0.0 0.0 -0.933
As -2.75436 -0.44304 0.38826 -0.1 0.2 0.0 0.825
C -3.18070 -0.41428 2.28454 0.0 0.0 0.0 -0.943
C -3.35604 -2.22278 -0.10344 0.0 0.0 0.0 -0.935
H -5.14768 0.30609 0.07770 0.0 0.0 0.0 0.237
H -4.21114 0.56762 -1.41028 0.0 0.0 0.0 0.243
H -4.03490 1.68645 -0.05249 0.0 0.0 0.0 0.240
H -4.20331 -0.75221 2.44486 0.0 0.0 0.0 0.243
H -3.08681 0.60522 2.65911 0.0 0.0 0.0 0.235
H -2.49434 -1.06220 2.82760 0.0 0.0 0.0 0.242
H -4.40323 -2.34707 0.16825 0.0 0.0 0.0 0.241
H -2.75677 -2.96779 0.41709 0.0 0.0 0.0 0.239
H -3.24530 -2.36265 -1.17773 0.0 0.0 0.0 0.238
F -1.82914 2.65557 -1.28948 -0.1 0.1 0.0 -0.522
B -1.05832 3.40364 -0.53238 0.0 -0.1 0.0 1.084
F -0.39596 2.82475 0.45264 0.0 0.0 0.0 -0.531
Br 0.41156 -6.89839 -0.04362 0.0 0.0 0.0 0.146
C 0.22062 -5.03435 -0.05796 0.0 0.0 0.0 -0.040
C 0.40689 -4.30208 1.10333 0.0 0.0 0.0 -0.264
C 0.25632 -2.92883 1.04189 0.0 0.0 0.0 0.057
N -0.05512 -2.27609 -0.08233 0.0 0.0 -0.1 -0.561
C -0.23709 -3.00073 -1.19051 0.0 0.0 0.0 0.059
C -0.11221 -4.37502 -1.23169 0.0 0.0 0.0 -0.268
H 0.66358 -4.78330 2.03580 0.0 0.0 0.0 0.251
H 0.37956 -2.31943 1.92674 0.0 0.0 0.0 0.226
H -0.50035 -2.45337 -2.08841 0.0 0.0 0.0 0.205
H -0.26821 -4.91445 -2.15456 0.0 0.0 0.0 0.250
```
Positions in Å, forces in eV/Å.

The total energy comes out at -259081.534 eV. Its HOMO energy (alpha / beta) is -0.41165 / -0.43828 Eh. As for the multiplicity: 6. As for the largest force on an atom: 0.68 eV/A. Its net charge is +1. The value obtained for the frontier orbital gap (alpha / beta) is 8.55 / 8.05 eV.

=====

2.
Computed, not measured: C18H35AuClIN2O2P2 as an isolated structure at a distorted geometry, with the ωB97M-V functional and the def2-TZVPD basis.

```
62
Properties=species:S:1:pos:R:3:forces:R:3:nbo_charge:R:1
C -5.96812 0.05070 -0.70168 0.8 -0.4 2.2 -0.715
C -4.56831 0.73182 -0.95411 -7.3 -2.3 -0.3 0.442
H -6.13015 -0.91076 -1.17273 0.8 -0.1 -0.5 0.236
H -6.86389 0.58343 -0.84126 -0.8 1.3 0.1 0.249
H -5.78999 -0.15881 0.34237 -0.9 -0.2 0.8 0.209
O -4.05630 -0.07268 -1.63785 4.5 -0.3 -1.3 -0.608
I -5.16735 2.83659 -0.51997 0.6 0.7 -0.1 0.147
Au -0.21762 -0.86619 1.44617 -1.2 0.7 0.3 0.849
P -2.56602 -0.41542 2.84224 -0.8 0.3 0.1 1.170
C -1.34762 -1.54071 3.67593 0.4 0.6 -0.3 -0.980
C -2.97359 0.99594 3.90817 0.3 0.5 0.2 -0.980
H -3.14067 0.69442 4.94816 0.1 -0.3 -0.2 0.273
H -4.49417 -1.75575 3.62349 0.4 0.1 0.2 0.280
H -3.87655 1.52570 3.57786 0.2 -0.5 -0.3 0.288
H -4.98447 -0.63977 2.38029 0.5 0.3 0.1 0.280
H -0.28998 -1.15497 3.52374 -0.4 -0.1 0.3 0.215
H -2.18595 1.74374 3.90493 0.2 0.0 0.0 0.274
C -4.15450 -1.28027 2.69940 -0.4 -0.7 -0.5 -0.991
H -1.44805 -1.59180 4.75003 -0.1 0.0 0.5 0.302
H -4.11720 -2.07261 1.94824 0.2 0.0 0.0 0.268
H -1.40354 -2.52907 3.25094 -0.2 -0.4 -0.1 0.272
P -2.20611 1.60155 -2.21219 0.0 1.2 -2.1 1.422
C -0.67655 1.02791 -2.97949 0.3 -0.4 0.6 -0.989
C -3.52880 1.40619 -3.41895 -0.2 -0.6 0.6 -0.974
H -3.09027 3.83168 -2.00644 0.8 -0.1 -0.3 0.275
H -1.90994 3.62042 -3.37912 0.0 0.0 0.4 0.264
H -1.30867 3.76692 -1.66735 -0.3 0.3 -0.3 0.256
C -2.11732 3.40533 -2.31649 0.4 0.4 0.9 -0.999
H -4.42838 1.73712 -2.88635 0.2 -0.1 -0.8 0.249
H -3.41713 2.03474 -4.26009 0.5 0.6 -1.1 0.248
H -0.71322 1.40181 -4.00220 0.1 -0.1 -0.1 0.273
H -0.60660 -0.06145 -2.94289 -0.1 0.2 -0.2 0.268
H -3.57627 0.34951 -3.64538 -0.3 0.1 -0.6 0.263
H 0.19572 1.44240 -2.45823 -0.2 0.0 -0.2 0.259
Cl -2.82324 0.88582 0.51861 1.1 -0.2 2.4 -0.356
C 5.75915 2.11495 -1.05151 0.0 0.2 -0.3 -0.622
C 5.91355 0.98976 -0.03782 0.0 0.7 -0.2 -0.209
N 4.96885 -0.10978 -0.18922 -1.8 -0.6 0.0 -0.378
C 5.51535 -1.43537 -0.16310 0.1 -1.1 0.2 -0.219
C 5.40731 -2.12143 1.19776 0.2 0.0 0.5 -0.634
C 3.61269 0.07594 -0.11353 1.5 3.9 0.5 0.625
O 3.19673 1.27266 0.02910 0.2 -2.9 -0.1 -0.650
C 2.58315 -1.01335 -0.22481 -1.8 0.5 0.4 -0.119
C 2.66176 -2.39449 -0.21001 -0.1 0.5 -0.5 -0.122
C 1.48032 -3.10622 -0.29257 -0.6 -1.3 0.4 -0.231
C 0.25186 -2.50844 -0.43785 0.7 0.4 -1.0 -0.049
N 0.11206 -1.15248 -0.71420 0.9 -0.5 2.7 -0.437
C 1.22785 -0.45163 -0.30462 1.9 -0.3 -2.0 -0.097
H 5.83197 1.73597 -2.08043 -0.1 0.1 0.2 0.209
H 6.56498 2.85099 -0.91516 -0.2 -0.3 0.0 0.232
H 4.80114 2.62856 -0.91389 0.3 -0.2 -0.1 0.238
H 6.89734 0.53450 -0.14291 0.0 0.1 0.1 0.210
H 5.82497 1.42439 0.95228 0.0 -0.1 0.3 0.214
H 4.99593 -2.03092 -0.90357 0.2 -0.1 -0.4 0.190
H 6.55807 -1.39661 -0.46789 -0.1 0.0 -0.1 0.233
H 4.40500 -2.02707 1.63492 0.2 0.1 -0.1 0.192
H 5.63197 -3.19488 1.13634 0.1 0.3 -0.1 0.230
H 6.10574 -1.68029 1.91825 -0.1 -0.1 -0.1 0.237
H 3.55696 -2.97112 -0.13533 0.4 0.0 0.0 0.254
H 1.50891 -4.20256 -0.19943 0.0 0.6 0.0 0.257
H -0.63507 -3.09058 -0.36092 -0.7 -0.3 -0.6 0.230
H 1.21227 0.63601 -0.34764 -0.2 -0.1 -0.1 0.277
```
Positions in Å, forces in eV/Å.

The total energy comes out at -69180.086 eV. Its HOMO energy (alpha / beta) is -0.50797 / -0.51275 Eh. As for the multiplicity: 3. As for the largest force on an atom: 7.66 eV/A. Its net charge is +2. The value obtained for the frontier orbital gap (alpha / beta) is 6.78 / 5.26 eV.

=====

3.
Computed, not measured: C18H35BeN5O7 as an isolated structure at a distorted geometry, with the ωB97M-V functional and the def2-TZVPD basis.

```
66
Properties=species:S:1:pos:R:3:forces:R:3:nbo_charge:R:1
Be -0.38312 0.49726 -0.28741 -0.8 1.7 -1.3 1.588
C 3.33236 -1.12035 0.59071 1.5 2.7 -1.2 -0.658
C 2.16237 -2.02076 0.77962 0.8 -0.4 2.1 0.004
C 2.52359 -2.85111 2.07560 -1.3 0.2 -0.6 -0.634
O 0.88730 -1.45498 0.74701 0.7 0.1 0.0 -0.328
H 3.58742 -0.35239 1.32097 -1.0 0.0 0.7 0.227
H 3.24121 -0.54968 -0.33347 -0.1 -0.1 -0.1 0.225
H 4.32560 -1.56873 0.56756 -0.4 -1.0 -0.4 0.241
H 2.23327 -2.61388 -0.13213 -0.7 -0.7 -0.3 0.272
H 1.69529 -3.49687 2.36716 0.2 -0.4 -0.1 0.219
H 2.70034 -2.20275 2.93380 0.0 0.4 -0.2 0.210
H 3.46189 -3.38368 1.92052 -0.3 -0.2 -0.1 0.237
C -3.30830 3.49897 -1.99278 -0.4 0.6 -0.6 -0.722
C -2.20631 2.53450 -1.64337 1.9 -1.8 0.7 0.751
O -1.98651 1.40017 -2.17274 -1.0 0.0 -0.4 -0.774
O -1.48159 2.83959 -0.66657 0.5 0.3 1.3 -0.760
H -4.16991 3.26695 -1.36677 -0.1 -0.1 0.0 0.223
H -3.63861 3.55533 -3.02999 0.1 -0.7 -0.1 0.227
H -3.05638 4.53803 -1.78065 0.4 -0.2 0.4 0.235
O -1.62375 0.71252 2.10741 0.7 0.7 -1.3 -0.654
C -1.53184 0.16338 3.19213 -0.5 1.1 -0.4 0.673
N -1.07915 -1.06792 3.27785 1.1 -2.5 0.7 -0.811
C -2.08190 0.81876 4.41590 -0.6 -0.8 0.1 -0.705
H -1.11193 -1.63036 4.11613 0.0 0.4 0.0 0.402
H -0.73156 -1.55309 2.46306 -0.2 0.2 -0.2 0.417
H -1.51304 1.65466 4.82302 0.0 -0.1 -0.3 0.250
H -2.23989 0.04924 5.17154 0.0 0.3 0.3 0.212
H -3.06027 1.12118 4.04247 0.0 0.5 0.5 0.256
O -2.43806 -1.02893 -0.23616 2.1 0.6 -0.6 -0.704
C -3.60067 -1.15541 0.11441 1.2 0.1 0.7 0.692
N -4.52024 -0.26277 -0.22090 -1.0 0.7 -0.1 -0.786
C -3.88855 -2.34002 0.95833 -1.0 -1.0 -0.7 -0.710
H -5.45692 -0.20876 0.15302 0.2 -0.4 0.0 0.405
H -4.22511 0.50604 -0.80562 0.2 0.0 0.0 0.430
H -4.76978 -2.80522 0.51658 -0.6 0.0 0.8 0.233
H -3.94810 -2.10604 2.02125 -0.3 -0.1 -0.1 0.239
H -3.13749 -3.10615 0.76581 0.4 0.4 0.3 0.238
O 1.07643 1.81233 1.13737 -1.5 -1.3 -2.8 -0.676
C 1.60949 1.94475 2.20958 0.4 3.9 -0.6 0.695
N 1.83719 0.95997 3.01319 0.4 -1.5 1.3 -0.801
C 2.02856 3.35772 2.59852 -0.9 0.1 0.3 -0.727
H 1.50815 0.10495 2.58800 0.1 -0.5 1.1 0.409
H 2.04842 1.16502 3.97932 0.0 -0.7 -0.1 0.420
H 1.61542 4.08190 1.89639 0.6 -0.4 -0.7 0.260
H 3.10091 3.46918 2.75896 -0.2 0.1 0.1 0.239
H 1.42517 3.67530 3.44891 0.5 -0.3 0.8 0.237
O 1.45864 1.43747 -1.69961 -1.1 -1.1 1.6 -0.666
C 2.56646 1.84476 -1.97107 0.3 -0.1 -2.2 0.700
N 2.70682 3.17309 -2.24618 1.2 -0.4 0.2 -0.808
C 3.70927 0.86258 -2.42745 -0.4 0.3 0.5 -0.731
H 1.97614 3.82252 -1.99230 -0.1 -0.3 -0.1 0.425
H 3.54090 3.52364 -2.69508 -0.2 0.0 0.3 0.399
H 4.45318 0.58814 -1.67953 0.4 1.0 0.1 0.237
H 4.15256 1.24176 -3.34823 0.3 0.0 0.2 0.236
H 3.35395 -0.15237 -2.60556 -0.9 0.3 -0.4 0.240
N 0.02032 -1.30521 -2.38681 -0.3 -1.7 1.7 -0.492
C -0.45391 -2.59261 -2.12360 0.1 1.0 -2.9 0.028
C -0.78146 -3.42754 -3.21000 1.0 0.8 0.4 -0.250
C -0.62011 -2.93957 -4.50904 0.4 0.5 -0.7 -0.156
C -0.04341 -1.69972 -4.77943 -0.3 0.1 2.1 -0.245
C 0.29975 -0.93280 -3.63483 -0.5 -0.7 -0.3 0.069
H -0.59258 -2.98775 -1.12809 0.1 0.7 0.3 0.206
H -1.01008 -4.47808 -3.10747 -0.4 0.1 0.4 0.225
H -0.89010 -3.54202 -5.36378 -0.1 -0.3 0.1 0.222
H 0.09861 -1.27931 -5.76406 0.1 -0.3 -0.1 0.235
H 0.84365 -0.00477 -3.73141 -0.3 0.3 0.0 0.210
```
Positions in Å, forces in eV/Å.

The total energy comes out at -41410.550 eV. Its HOMO energy (alpha / beta) is -0.37987 / -0.37987 Eh. As for the multiplicity: 2. As for the largest force on an atom: 3.94 eV/A. Its net charge is +1. The value obtained for the frontier orbital gap (alpha / beta) is 7.53 / 4.82 eV.

=====

4.
Computed, not measured: C18H35Cl2InN2O2P2 as an isolated structure at a distorted geometry, with the ωB97M-V functional and the def2-TZVPD basis.

```
62
Properties=species:S:1:pos:R:3:forces:R:3:nbo_charge:R:1
C 1.24539 -0.00637 -7.04534 0.3 0.0 -0.4 -0.746
C 0.81439 0.00018 -5.63083 1.4 0.2 1.4 0.622
H 2.33246 0.06774 -7.16028 -0.3 0.0 0.3 0.280
H 0.77652 0.84373 -7.55943 0.0 -0.3 0.1 0.289
H 0.89761 -0.93698 -7.51662 0.0 0.3 0.1 0.288
O 1.48435 0.08697 -4.60767 -2.2 -0.3 -2.0 -0.521
Cl -1.01114 -0.14486 -5.50147 1.0 0.1 0.2 0.036
In -0.50555 -0.12012 -2.80093 -0.6 0.1 1.6 1.058
P -0.08646 2.35140 -2.20216 -0.5 1.1 -0.1 0.978
C 1.13728 3.03002 -1.03706 0.4 -0.6 0.0 -0.936
C 0.19226 3.26670 -3.75371 0.2 -0.2 -0.1 -0.950
H 0.01034 4.33394 -3.56452 0.1 -0.3 -0.1 0.272
H -1.70660 4.10993 -1.86285 0.1 -0.3 0.1 0.268
H -0.48668 2.91142 -4.53930 0.1 0.2 0.2 0.254
H -2.49831 2.51003 -2.08215 0.0 0.2 0.1 0.273
H 2.14318 2.74459 -1.36929 -0.1 0.1 0.1 0.263
H 1.22505 3.11816 -4.09264 -0.2 0.1 0.1 0.261
C -1.66866 3.04337 -1.60626 -0.1 -0.5 0.0 -0.941
H 1.05727 4.12577 -1.02620 -0.1 -0.3 -0.1 0.279
H -1.74131 2.91345 -0.52082 0.0 0.0 -0.2 0.269
H 0.97687 2.64679 -0.02230 0.0 0.1 -0.2 0.278
P 0.16247 -2.48710 -2.00834 -0.2 -1.2 0.0 0.977
C 1.46054 -2.90175 -0.80292 0.3 0.6 0.0 -0.935
C -1.31623 -3.30146 -1.31279 -0.2 0.5 0.0 -0.939
H -0.05388 -3.21131 -4.31733 0.1 -0.2 0.2 0.253
H 0.27846 -4.57814 -3.20406 0.2 0.3 -0.1 0.271
H 1.60362 -3.46613 -3.69950 -0.3 0.0 0.0 0.265
C 0.53635 -3.53767 -3.45069 0.1 0.2 -0.2 -0.946
H -2.21213 -2.92628 -1.81891 0.1 -0.2 0.1 0.276
H -1.21830 -4.38430 -1.46874 0.0 0.3 0.1 0.267
H 1.46329 -3.98766 -0.62222 -0.1 0.3 -0.2 0.277
H 1.27346 -2.37501 0.14236 0.1 -0.2 -0.2 0.266
H -1.39491 -3.07965 -0.24233 0.0 0.0 -0.2 0.266
H 2.43888 -2.59545 -1.19664 -0.2 -0.1 0.2 0.265
Cl -2.90203 -0.29992 -2.88789 0.5 0.0 0.0 -0.523
C 2.63816 0.99499 5.62337 0.3 -0.1 -0.2 -0.631
C 1.13637 0.99846 5.78405 -0.5 0.1 -0.3 -0.212
N 0.37876 0.40328 4.65699 0.4 0.2 -0.8 -0.440
C 0.21926 -1.07207 4.69661 0.1 0.5 -0.1 -0.215
C -1.09211 -1.53835 5.31367 -0.1 -0.1 0.1 -0.633
C 0.38496 1.08299 3.45381 0.6 0.2 1.1 0.660
O 1.08527 2.07249 3.23831 -0.9 -0.7 -0.2 -0.602
C -0.61575 0.59622 2.43235 0.3 0.1 -0.2 -0.149
C -1.96494 0.40050 2.77119 0.5 0.0 -0.2 -0.115
C -2.82794 -0.01815 1.76962 0.2 0.0 -0.5 -0.235
C -2.30950 -0.18579 0.47465 -0.6 -0.1 0.5 0.029
N -1.03430 0.02809 0.14217 0.3 0.1 -0.4 -0.517
C -0.19283 0.42748 1.10993 -0.4 -0.1 0.4 0.046
H 3.01959 -0.02243 5.47057 0.0 0.2 0.0 0.200
H 3.09630 1.40121 6.52960 0.0 -0.1 -0.1 0.233
H 2.92748 1.62549 4.77534 0.0 -0.2 0.2 0.233
H 0.84146 0.41921 6.66447 0.0 0.2 0.0 0.206
H 0.78425 2.03092 5.88449 0.0 -0.2 0.1 0.221
H 0.30860 -1.45507 3.67204 0.1 0.0 0.3 0.192
H 1.06442 -1.45976 5.28422 -0.2 0.1 -0.3 0.218
H -1.81964 -1.78290 4.53242 0.0 0.1 0.2 0.204
H -0.90855 -2.44118 5.89934 -0.2 0.1 0.0 0.233
H -1.52346 -0.77070 5.96895 0.2 -0.2 -0.1 0.227
H -2.29431 0.59124 3.79486 0.1 -0.1 -0.3 0.256
H -3.88552 -0.21403 1.94687 0.3 0.1 0.0 0.251
H -2.97292 -0.49792 -0.32717 0.1 0.0 0.1 0.222
H 0.84904 0.62175 0.82911 -0.4 -0.1 0.2 0.206
```
Positions in Å, forces in eV/Å.

The total energy comes out at -75093.923 eV. Its HOMO energy is -0.49521 Eh. As for the largest force on an atom: 2.99 eV/A. Its net charge is +2. The value obtained for the frontier orbital gap is 6.60 eV. For the energy relative to the best compared isomer or geometry (same formula, charge and spin), the calculation gives 0.0000 eV.